[1]
{
  "formula": "C25H31AsBrN4O4RhS",
  "method": "ωB97M-V with the def2-TZVPD basis set",
  "homo_lumo_gap_ha": 0.25417,
  "homo_energy_ev": -7.3,
  "lumo_ev": -0.35,
  "multiplicity": 1,
  "elements": ["Rh", "O", "C", "C", "C", "C", "C", "C", "C", "O", "N", "N", "C", "C", "Br", "C", "C", "C", "C", "C", "C", "C", "H", "H", "H", "H", "H", "H", "H", "H", "H", "H", "H", "H", "H", "H", "O", "C", "As", "C", "C", "O", "H", "H", "H", "H", "H", "H", "H", "H", "H", "C", "C", "C", "C", "N", "C", "S", "N", "C", "H", "H", "H", "H", "H", "H", "H", "H"],
  "xyz": [[-0.5960, -0.4504, -1.2323], [-0.2725, 1.8434, 2.1592], [0.3884, 1.0466, 3.0365], [0.6729, 1.5241, 4.3082], [1.3262, 0.7098, 5.2221], [1.6906, -0.5853, 4.8847], [1.4017, -1.0592, 3.6111], [0.7636, -0.2598, 2.6774], [0.5588, -0.7440, 1.2575], [-0.6156, -0.2326, 0.7096], [1.7228, -0.2261, 0.4855], [1.6022, -0.7310, -0.8573], [1.8438, 0.1848, -1.7179], [1.7466, -0.0217, -3.1829], [0.0613, -0.6374, -3.8005], [2.6934, 0.3193, -4.0510], [4.0179, 0.8413, -3.6776], [4.7177, 0.3713, -2.5663], [5.9486, 0.9155, -2.2305], [6.4996, 1.9243, -3.0052], [5.8232, 2.3791, -4.1302], [4.5965, 1.8357, -4.4683], [-0.4657, 1.2442, 1.3872], [0.3726, 2.5313, 4.5670], [1.5436, 1.0908, 6.2121], [2.1884, -1.2202, 5.6051], [1.6710, -2.0726, 3.3322], [0.5454, -1.8407, 1.2091], [2.5541, -0.6576, 0.8846], [2.1846, 1.1671, -1.3912], [2.4794, 0.2396, -5.1109], [4.3169, -0.4490, -1.9854], [6.4830, 0.5398, -1.3679], [7.4608, 2.3461, -2.7431], [6.2556, 3.1567, -4.7461], [4.0697, 2.1887, -5.3467], [-2.4777, -0.1109, -1.4862], [-2.4989, 3.3875, -2.4102], [-1.5628, 2.7138, -0.8789], [-2.9324, 2.1401, 0.3365], [-0.6225, 4.1533, -0.0347], [-0.3686, 1.6635, -1.3959], [-3.2000, 4.1690, -2.1212], [-3.0328, 2.5445, -2.8468], [-1.7764, 3.7730, -3.1264], [-3.4560, 3.0349, 0.6744], [-2.5020, 1.6156, 1.1847], [-3.5758, 1.4646, -0.2157], [-1.3038, 4.8174, 0.4951], [-0.0855, 4.7194, -0.7935], [0.0658, 3.6841, 0.6678], [-4.9280, -1.6039, 1.5478], [-3.9412, -2.6600, 1.1493], [-3.9955, -3.9590, 1.6309], [-3.0225, -4.8437, 1.1810], [-2.0572, -4.4601, 0.3512], [-2.0728, -3.1842, -0.0574], [-0.7873, -2.7531, -1.1419], [-2.9911, -2.2855, 0.2982], [-2.9970, -6.2795, 1.6116], [-5.6820, -1.9912, 2.2303], [-5.4169, -1.1965, 0.6621], [-4.3911, -0.7839, 2.0280], [-4.7692, -4.2752, 2.3169], [-2.9454, -0.7708, -0.9253], [-3.8150, -6.5111, 2.2917], [-2.0483, -6.4976, 2.1024], [-3.0612, -6.9264, 0.7365]],
  "lowdin_charge": [0.73, 0.01, -0.26, -0.01, -0.09, -0.10, -0.04, -0.11, -0.41, -0.31, 0.02, -0.05, -0.24, -0.59, 0.90, -0.09, -0.22, -0.04, -0.07, -0.08, -0.08, -0.04, 0.03, 0.11, 0.10, 0.10, 0.12, 0.12, 0.13, 0.14, 0.11, 0.11, 0.11, 0.10, 0.10, 0.11, -0.45, -0.19, 1.03, -0.19, -0.19, -0.58, 0.04, 0.04, 0.04, 0.05, 0.03, 0.03, 0.04, 0.04, 0.03, -0.02, -0.32, 0.01, -0.33, 0.09, -0.76, 0.66, 0.07, -0.04, 0.07, 0.08, 0.08, 0.11, -0.04, 0.07, 0.08, 0.08]
}

***

[2]
{
  "formula": "C25H31F16N4O8P2S3",
  "method": "ωB97M-V with the def2-TZVPD basis set",
  "total_charge": 1,
  "homo_lumo_gap_ha": 0.20603,
  "homo_energy_ev": -11.3,
  "lumo_ev": -5.69,
  "multiplicity": 1,
  "elements": ["O", "P", "O", "O", "P", "C", "C", "N", "N", "C", "C", "C", "C", "C", "S", "O", "O", "O", "C", "C", "C", "C", "S", "C", "S", "N", "C", "C", "N", "C", "H", "H", "H", "H", "H", "H", "H", "H", "H", "H", "H", "H", "H", "H", "H", "H", "H", "H", "H", "H", "H", "H", "H", "C", "C", "C", "F", "F", "F", "F", "O", "C", "C", "F", "F", "F", "F", "H", "H", "H", "H", "C", "C", "C", "F", "F", "F", "F", "O", "C", "C", "F", "F", "F", "F", "H", "H", "H", "H"],
  "xyz": [[1.3878, 6.7758, 3.8538], [2.3312, 6.0521, 2.9740], [3.0067, 4.7241, 3.7350], [3.5286, 7.1357, 2.4935], [1.3382, 5.4010, 1.1279], [2.5912, 4.6990, -0.0787], [3.9651, 4.3955, 0.3479], [4.9962, 3.9009, -0.3455], [4.6127, 3.6397, -1.5813], [3.4267, 3.8345, -2.1783], [3.2699, 3.4146, -3.6859], [3.8434, 1.9432, -3.8838], [3.3698, 0.9200, -2.7725], [4.5576, 0.3735, -1.8517], [4.3956, -1.4436, -1.5405], [2.9996, -1.7297, -1.2142], [5.2273, -1.8569, -0.4234], [4.8763, -2.3005, -2.8628], [2.2727, 4.4192, -1.4939], [0.8914, 4.7065, -2.1040], [-0.1484, 3.5012, -1.8862], [-1.6493, 3.9982, -1.8124], [-2.4264, 3.1229, -0.3551], [-2.0016, 1.3529, -0.7018], [-2.7465, 0.6656, -2.0073], [-1.0470, 0.6181, 0.0999], [0.3457, 0.6532, 0.0790], [0.9430, -0.2411, 1.0364], [-0.1790, -0.8211, 1.6643], [-1.3052, -0.3448, 1.1389], [3.9812, 4.7547, 3.6863], [3.6055, 7.0306, 1.5212], [0.5679, 4.2566, 1.5262], [4.1978, 4.6095, 1.4229], [5.3525, 3.2214, -2.1621], [3.7971, 4.1362, -4.3724], [2.1782, 3.3671, -3.9408], [3.5391, 1.5100, -4.8762], [4.9710, 2.0025, -3.9223], [2.9446, 0.0021, -3.2707], [2.5807, 1.3100, -2.0830], [5.5721, 0.5408, -2.3052], [4.5664, 0.8361, -0.8335], [5.0547, -1.6317, -3.5548], [0.8893, 4.9726, -3.1892], [0.4392, 5.5849, -1.5550], [-0.0560, 2.7833, -2.7376], [0.1027, 3.0676, -0.8877], [-2.2622, 3.6844, -2.7048], [-1.7483, 5.1073, -1.7186], [0.9683, 1.3010, -0.5761], [2.0245, -0.3803, 1.2164], [-2.3753, -0.5655, 1.4010], [-5.8246, -2.5780, -0.1448], [-5.8206, -1.4561, 0.9137], [-6.7402, -1.6768, 2.1154], [-8.0348, -1.7627, 1.7611], [-6.6419, -0.6280, 2.9717], [-6.0774, -0.2757, 0.3151], [-4.5385, -1.3599, 1.3733], [-6.6413, -2.3801, -1.2974], [-7.9929, -2.7349, -1.2111], [-8.9231, -1.5299, -1.3728], [-8.6848, -0.5926, -0.4312], [-10.2146, -1.9081, -1.2379], [-8.2169, -3.4180, -0.0743], [-8.2183, -3.6031, -2.2207], [-4.8087, -2.6111, -0.5460], [-5.9788, -3.5640, 0.2972], [-6.4642, -2.5828, 2.6624], [-8.7927, -1.0685, -2.3538], [2.4894, -4.9922, 2.1055], [1.7388, -5.9226, 1.1335], [0.3756, -5.4292, 0.6475], [-0.5035, -5.2690, 1.6558], [-0.1720, -6.3371, -0.2010], [1.6387, -7.1521, 1.6877], [2.5350, -6.0682, 0.0344], [2.3901, -5.2875, 3.4989], [1.2832, -4.7895, 4.1927], [0.3899, -5.9024, 4.7462], [-0.0717, -6.7001, 3.7612], [-0.6913, -5.3758, 5.3695], [0.6121, -3.9197, 3.4183], [1.7825, -4.0685, 5.2227], [3.5506, -5.1259, 1.8845], [2.2951, -3.9375, 1.9003], [0.4687, -4.4817, 0.1089], [0.9385, -6.5221, 5.4581]],
  "lowdin_charge": [-0.29, 0.35, -0.19, -0.18, 0.91, -0.31, -0.09, 0.14, 0.07, -0.11, -0.08, -0.17, -0.19, -0.22, 0.64, -0.31, -0.29, -0.14, -0.10, -0.15, -0.25, -0.44, 0.81, -0.98, 0.74, -0.14, -0.11, -0.09, 0.04, -0.11, 0.08, 0.05, -0.02, 0.10, 0.18, 0.14, 0.12, 0.13, 0.11, 0.12, 0.09, 0.11, 0.10, 0.09, 0.13, 0.10, 0.12, 0.04, 0.08, 0.09, 0.07, 0.10, 0.13, -0.04, -0.44, -0.30, 0.10, 0.09, 0.13, 0.08, 0.04, -0.52, -0.28, 0.10, 0.10, 0.14, 0.15, 0.15, 0.15, 0.18, 0.18, -0.04, -0.44, -0.30, 0.09, 0.09, 0.13, 0.10, 0.04, -0.52, -0.28, 0.10, 0.10, 0.13, 0.14, 0.15, 0.14, 0.17, 0.18]
}

***

[3]
{
  "formula": "C25H31N3O13P2SV",
  "method": "ωB97M-V with the def2-TZVPD basis set",
  "homo_lumo_gap_ha": [0.25124, 0.25627],
  "homo_energy_ev": [-7.7, -7.7],
  "lumo_ev": [-0.87, -0.73],
  "multiplicity": 2,
  "elements": ["V", "O", "C", "O", "C", "C", "C", "C", "C", "O", "C", "C", "O", "O", "H", "H", "H", "H", "H", "H", "H", "H", "N", "C", "C", "C", "C", "C", "C", "S", "N", "C", "C", "C", "C", "C", "C", "N", "H", "H", "H", "H", "H", "H", "H", "H", "H", "C", "C", "O", "P", "O", "O", "O", "P", "O", "O", "O", "H", "H", "H", "H", "H", "H", "H", "C", "C", "C", "O", "H", "H", "H", "H", "H", "H", "H"],
  "xyz": [[-0.7622, 0.4240, -0.1833], [-3.3628, 3.0713, -0.4386], [-3.1814, 1.8853, -0.2496], [-2.3420, 1.3873, 0.6245], [-3.9190, 0.8452, -1.1056], [-3.7937, -0.5502, -0.5028], [-4.6955, -1.5524, -1.2217], [-3.9274, -1.7788, -2.5481], [-2.7466, -0.8306, -2.3852], [-2.4650, -0.9396, -0.9603], [-3.2243, 0.6348, -2.4988], [-2.0234, 1.5309, -2.6774], [-1.8476, 2.3092, -3.5735], [-1.1413, 1.3582, -1.6854], [-4.9498, 1.1705, -1.2303], [-3.8264, -0.5700, 0.5801], [-4.7880, -2.4740, -0.6492], [-5.6949, -1.1438, -1.3684], [-3.5721, -2.8041, -2.6328], [-4.5122, -1.5465, -3.4365], [-1.8529, -1.0613, -2.9501], [-3.9002, 0.7881, -3.3358], [2.5608, 0.5690, 3.3646], [2.8823, -0.6643, 3.9674], [3.2159, -0.7037, 5.3116], [3.5447, -1.9079, 5.9223], [3.5217, -3.0821, 5.1916], [3.1682, -3.0455, 3.8475], [2.8615, -1.8453, 3.2306], [2.4570, -1.8110, 1.5065], [1.7870, -0.2966, 1.3155], [1.9043, 0.6496, 2.1434], [1.3007, 1.9642, 1.7593], [1.6611, 3.1381, 2.4092], [1.0990, 4.3513, 2.0437], [0.1739, 4.3660, 1.0250], [-0.1509, 3.1649, 0.4229], [0.3922, 1.9867, 0.7608], [2.4828, 1.3322, 4.0036], [3.2267, 0.2172, 5.8847], [3.8132, -1.9193, 6.9702], [3.7733, -4.0252, 5.6580], [3.1394, -3.9609, 3.2672], [2.4056, 3.1415, 3.1854], [1.3879, 5.2599, 2.5552], [-0.3132, 5.2697, 0.6904], [-0.8923, 3.1578, -0.3594], [1.7476, 2.1948, -3.0542], [1.9847, 0.7534, -3.4622], [3.3771, 0.6709, -3.8498], [0.9238, 0.1442, -4.8284], [0.9800, 1.2177, -6.0012], [1.8040, -1.0188, -5.4512], [-0.4321, -0.2075, -4.3935], [1.8563, -0.5424, -2.1351], [3.0748, -0.0939, -1.1866], [2.1094, -1.8367, -2.8254], [0.6294, -0.4930, -1.2316], [1.6777, 2.8370, -3.9325], [2.6081, 2.5143, -2.4651], [0.8458, 2.3125, -2.4683], [3.4638, 0.0255, -4.5637], [0.2311, 1.8252, -5.9232], [1.9185, -1.6716, -4.7070], [3.8836, -0.0796, -1.7202], [-0.9629, -3.0909, 1.1178], [-1.3861, -1.7813, 1.7918], [-0.9157, -1.6537, 3.2296], [-0.8505, -0.6815, 1.0608], [-0.2976, -3.6644, 1.7633], [-0.4312, -2.8754, 0.1923], [-1.8289, -3.7056, 0.8738], [-2.4713, -1.6666, 1.7619], [0.1627, -1.8071, 3.2912], [-1.4074, -2.4141, 3.8388], [-1.1688, -0.6715, 3.6296]],
  "lowdin_charge": [1.14, 0.10, -0.57, -0.12, -0.07, -0.23, -0.08, -0.08, -0.21, -0.11, -0.06, -0.51, 0.13, -0.19, 0.16, 0.15, 0.11, 0.12, 0.12, 0.12, 0.14, 0.16, 0.12, -0.25, -0.03, -0.09, -0.09, -0.10, -0.46, 1.04, -0.25, -0.34, -0.14, 0.00, -0.03, -0.01, -0.07, 0.08, 0.11, 0.11, 0.10, 0.10, 0.11, 0.11, 0.12, 0.12, 0.10, -0.04, -0.55, -0.07, 0.45, -0.09, -0.13, -0.23, 0.39, -0.15, -0.29, -0.35, 0.09, 0.09, 0.06, 0.08, 0.09, 0.07, 0.08, -0.02, -0.41, -0.02, -0.27, 0.07, 0.08, 0.08, 0.13, 0.06, 0.09, 0.09]
}

***

[4]
{
  "formula": "C25H31N3O6S",
  "method": "ωB97M-V with the def2-TZVPD basis set",
  "homo_lumo_gap_ha": 0.30798,
  "homo_energy_ev": -7.8,
  "lumo_ev": 0.55,
  "multiplicity": 1,
  "elements": ["C", "C", "C", "S", "C", "N", "C", "C", "C", "O", "C", "C", "O", "C", "C", "C", "C", "O", "N", "C", "C", "C", "C", "C", "O", "C", "C", "C", "C", "O", "N", "C", "C", "O", "C", "H", "H", "H", "H", "H", "H", "H", "H", "H", "H", "H", "H", "H", "H", "H", "H", "H", "H", "H", "H", "H", "H", "H", "H", "H", "H", "H", "H", "H", "H", "H"],
  "xyz": [[-0.6022, -3.7982, 2.7635], [0.7691, -3.7183, 2.1096], [0.9124, -2.4824, 1.2290], [0.9040, -0.9509, 2.2286], [-0.5635, -0.1726, 1.6412], [-1.3687, -0.8580, 0.9103], [-2.5284, -0.2690, 0.4930], [-3.4203, -1.0037, -0.2981], [-4.6063, -0.4413, -0.7156], [-5.5382, -1.0632, -1.4743], [-5.3070, -2.3956, -1.8634], [-4.9287, 0.8990, -0.3470], [-6.1201, 1.3528, -0.8132], [-6.5035, 2.6651, -0.4798], [-4.0494, 1.6186, 0.4271], [-2.8454, 1.0453, 0.8560], [-1.9148, 1.8170, 1.6586], [-2.0714, 2.9726, 2.0033], [-0.7532, 1.1184, 2.0239], [0.2921, 1.8474, 2.7238], [1.5200, 1.9945, 1.8624], [1.3986, 2.3141, 0.5180], [2.5098, 2.4099, -0.3017], [3.7776, 2.1883, 0.2244], [4.9362, 2.2330, -0.4873], [4.8649, 2.5305, -1.8637], [3.9061, 1.8864, 1.5817], [2.7917, 1.7888, 2.3855], [2.1633, -2.5562, 0.3522], [2.6825, -3.6188, 0.0796], [2.6199, -1.3748, -0.1067], [3.7327, -1.2943, -1.0203], [3.2615, -1.1665, -2.4689], [2.6398, 0.0900, -2.6419], [2.0588, 0.2459, -3.9108], [-1.3855, -3.8050, 2.0090], [-0.7655, -2.9425, 3.4152], [-0.6835, -4.7034, 3.3595], [0.9406, -4.5909, 1.4762], [1.5503, -3.7066, 2.8727], [0.0314, -2.3759, 0.5848], [-3.1460, -2.0127, -0.5560], [-6.1796, -2.6861, -2.4459], [-4.4101, -2.4828, -2.4849], [-5.2130, -3.0562, -0.9958], [-7.4754, 2.8139, -0.9471], [-6.5969, 2.7932, 0.6033], [-5.7949, 3.4022, -0.8708], [-4.2473, 2.6333, 0.7324], [-0.1383, 2.8275, 2.9581], [0.5380, 1.3296, 3.6552], [0.4194, 2.4907, 0.0953], [2.3729, 2.6469, -1.3434], [5.8885, 2.4697, -2.2301], [4.4805, 3.5415, -2.0327], [4.2387, 1.8063, -2.3920], [4.8950, 1.7232, 1.9795], [2.9056, 1.5399, 3.4296], [2.1234, -0.5189, 0.0891], [4.3506, -0.4351, -0.7544], [4.3073, -2.2172, -0.9147], [2.5503, -1.9741, -2.6951], [4.1202, -1.2603, -3.1511], [1.2858, -0.5110, -4.0888], [2.8117, 0.1719, -4.7055], [1.6061, 1.2355, -3.9305]],
  "lowdin_charge": [-0.11, -0.27, -0.45, 1.11, -0.53, 0.10, -0.21, 0.06, -0.19, -0.05, -0.07, -0.19, -0.06, -0.08, 0.06, -0.07, -0.37, 0.07, 0.01, -0.12, -0.26, -0.02, -0.01, -0.29, -0.09, -0.08, 0.00, -0.06, -0.51, 0.07, 0.06, -0.13, -0.20, -0.23, -0.11, 0.07, 0.06, 0.07, 0.11, 0.11, 0.10, 0.11, 0.10, 0.10, 0.10, 0.09, 0.10, 0.10, 0.12, 0.13, 0.12, 0.12, 0.10, 0.10, 0.10, 0.07, 0.12, 0.12, 0.10, 0.12, 0.13, 0.13, 0.13, 0.09, 0.09, 0.09]
}

***

Asked for DFT total energy across the records above, the calculation gives -6809.7030, -5266.9397, -4138.9206, -1985.1630 Ha in order.